Run i
Here is one molecule with the formula C3H7FO2 from the OMol25 dataset. Energies are from wB97M-V/def2-TZVPD.

The geometry in ORCA input format:
```
! RIJCOSX wB97M-V def2-TZVPD def2/J DEFGRID3
* xyz 0 1
C 0.342 1.140 -0.716
C 0.565 -0.151 0.018
O 0.858 -0.016 1.327
F 1.590 -0.863 -0.550
C -0.726 -1.062 -0.042
O -1.937 -0.539 0.377
H 0.137 0.889 -1.715
H -0.524 1.579 -0.200
H 1.238 1.930 -0.690
H 1.578 0.524 1.269
H -0.341 -1.864 0.707
H -0.806 -1.168 -1.156
H -1.975 -0.399 1.370
*
```

Results
SMILES = C[C@](O)(F)CO
molecular weight = 94.08 g/mol
LUMO level = 0.76 eV
Kohn-Sham gap = 10.865 eV
HOMO = -10.102 eV

Mulliken population analysis, charges in e, atoms 1 to 6: C -1.166; C 0.846; O -0.524; F -0.375; C -0.643; O -0.514

=====

Run ii
Here is a 2-piece molecular cluster, C3H7FO2 overall from the OMol25 dataset. Energies are from wB97M-V/def2-TZVPD.

The geometry in ORCA input format:
```
! RIJCOSX wB97M-V def2-TZVPD def2/J DEFGRID3
* xyz 0 1
C 1.052 1.180 0.312
C -1.906 0.108 0.253
C 1.250 -0.246 -0.106
O 1.616 -0.477 -1.313
O -1.110 -0.578 -0.543
F 1.316 -1.245 0.771
H 0.000 1.341 0.668
H 1.680 1.414 1.111
H 1.169 1.667 -0.718
H -1.239 0.685 1.052
H -2.477 -0.677 0.916
H -2.547 0.797 -0.178
H 1.241 -1.351 -1.770
*
```

Results
molecular weight = 94.08 g/mol
LUMO level (spin up / spin down) = -0.07 / -0.07 eV
Kohn-Sham gap (spin up / spin down) = 7.764 / 7.767 eV
HOMO (spin up / spin down) = -7.831 / -7.833 eV

Mulliken population analysis, charges in e, atoms 1 to 6: C -0.732; C -0.492; C 0.762; O -0.441; O -0.642; F -0.217

=====

Run iii
Here is a 2-piece molecular cluster, C3H7FO2 overall from the OMol25 dataset. Energies are from wB97M-V/def2-TZVPD.

The geometry in ORCA input format:
```
! RIJCOSX wB97M-V def2-TZVPD def2/J DEFGRID3
* xyz 0 1
C 1.304 -0.652 0.423
C 0.006 -0.004 -0.153
C -1.374 -0.528 0.297
H 2.440 0.873 -0.474
H 1.325 -1.614 0.001
H 1.619 -0.501 1.492
H 0.166 -0.135 -1.224
H -1.087 -1.609 0.495
H -1.378 0.114 1.178
H -3.101 0.844 0.688
O 2.342 -0.111 -0.430
O -2.438 -0.166 -0.522
F 0.130 1.261 0.229
*
```

Results
molecular weight = 94.09 g/mol
LUMO level = -2.02 eV
Kohn-Sham gap = 7.948 eV
HOMO = -9.964 eV

Mulliken population analysis, charges in e, atoms 1 to 6: C -0.571; C 0.340; C -0.383; H 0.306; H 0.352; H 0.283

=====

The relative energies come out as run i 0.0; run ii 310.1; run iii 483.8, with values in kJ/mol.

=====

Run i
Here is a 2-piece molecular cluster, C4H12N3 overall from the OMol25 dataset. Energies are from wB97M-V/def2-TZVPD.

The geometry in ORCA input format:
```
! RIJCOSX wB97M-V def2-TZVPD def2/J DEFGRID3
* xyz 1 1
C -1.355 0.519 1.421
C -1.572 0.132 0.120
C 2.463 0.582 0.335
C 1.204 -0.049 -0.275
N -2.093 0.999 -0.890
N 0.726 0.648 -1.247
N 0.916 -1.345 -0.025
H -1.609 1.522 1.827
H -0.752 -0.222 1.945
H 3.100 0.634 -0.467
H 3.028 0.154 1.090
H 2.243 1.621 0.590
H -2.450 1.890 -0.568
H -0.261 0.605 -1.697
H 1.246 1.507 -1.321
H -1.377 -0.791 -0.337
H -2.382 0.565 -1.697
H 0.612 -1.899 -0.782
H 1.091 -1.715 0.927
*
```

Results
molecular weight = 102.16 g/mol
LUMO level = -3.46 eV
Kohn-Sham gap = 8.857 eV
HOMO = -12.318 eV

Mulliken population analysis, charges in e, atoms 1 to 6: C -0.994; C -0.042; C -1.562; C 0.693; N -0.529; N -0.292

=====

Run ii
Here is an isolated ion of composition C4H12N3 and charge +1 from the OMol25 dataset. Energies are from wB97M-V/def2-TZVPD.

The geometry in ORCA input format:
```
! RIJCOSX wB97M-V def2-TZVPD def2/J DEFGRID3
* xyz 1 1
C -0.924 -2.186 -1.654
C -1.243 -1.299 -0.337
C 0.089 -0.874 0.161
N -0.009 0.472 0.810
C 0.790 1.572 0.775
N 1.524 1.919 -0.272
N 0.701 2.301 1.884
H -0.831 -1.355 -2.378
H -1.737 -2.835 -1.978
H -0.118 -3.028 -1.547
H -1.827 -0.393 -0.755
H -1.781 -1.814 0.550
H 0.390 -1.719 0.814
H 0.888 -0.728 -0.571
H -0.822 0.584 1.358
H 2.119 2.713 -0.215
H 1.573 1.171 -0.985
H -0.117 2.284 2.613
H 1.335 3.213 1.727
*
```

Results
SMILES = CCCNC(N)=[NH2+]
molecular weight = 102.16 g/mol
LUMO level = -3.30 eV
Kohn-Sham gap = 10.905 eV
HOMO = -14.209 eV

Mulliken population analysis, charges in e, atoms 1 to 6: C -1.116; C -0.387; C -0.557; N -0.149; C 0.689; N -0.330

=====

Run iii
Here is an isolated ion of composition C4H12N3 and charge +1 from the OMol25 dataset. Energies are from wB97M-V/def2-TZVPD.

The geometry in ORCA input format:
```
! RIJCOSX wB97M-V def2-TZVPD def2/J DEFGRID3
* xyz 1 1
N 1.037 -1.402 1.204
C -0.096 -0.944 1.895
N -0.449 0.354 1.776
C -1.111 1.022 0.671
C 0.060 1.200 -0.466
C -0.098 0.118 -1.638
N 0.764 -0.978 -1.708
H 1.886 -1.263 1.657
H 0.974 -1.525 0.184
H -0.559 -1.574 2.604
H -1.156 0.652 2.480
H -2.026 0.685 0.196
H -1.262 2.123 0.980
H -0.027 2.219 -0.903
H 1.062 1.110 -0.087
H -1.223 -0.174 -1.638
H -0.032 0.615 -2.677
H 1.750 -0.714 -2.037
H 0.506 -1.523 -2.494
*
```

Results
SMILES = N/C=[NH+]\CCCN
molecular weight = 102.16 g/mol
LUMO level = -5.97 eV
Kohn-Sham gap = 7.317 eV
HOMO = -13.286 eV

Mulliken population analysis, charges in e, atoms 1 to 6: N -0.369; C 0.021; N -0.124; C -0.663; C -0.659; C -0.568

=====

Run iv
Here is a 2-piece molecular cluster, C4H12N3 overall from the OMol25 dataset. Energies are from wB97M-V/def2-TZVPD.

The geometry in ORCA input format:
```
! RIJCOSX wB97M-V def2-TZVPD def2/J DEFGRID3
* xyz 1 1
C 0.148 0.599 -0.509
C 0.672 -0.841 -0.463
C 2.139 -0.827 -0.089
N -2.542 0.247 0.126
C -3.624 -0.388 0.478
N 2.376 -0.036 1.124
N 1.165 1.494 -0.676
H -0.678 0.706 -1.234
H -0.388 0.823 0.472
H 0.597 -1.355 -1.422
H 0.125 -1.429 0.277
H 2.635 -0.225 -0.877
H 2.585 -1.813 -0.013
H 0.753 2.440 -0.656
H -3.285 1.000 -0.110
H -4.463 -0.581 -0.205
H 2.248 0.960 0.883
H -3.827 -0.672 1.518
H 3.363 -0.103 1.374
*
```

Results
molecular weight = 102.16 g/mol
LUMO level = -7.97 eV
Kohn-Sham gap = 5.141 eV
HOMO = -13.115 eV

Mulliken population analysis, charges in e, atoms 1 to 6: C -0.330; C -0.631; C -0.527; N -0.410; C -0.316; N -0.513

=====

The relative energies come out as run i 54.3; run ii 0.0; run iii 250.7; run iv 677.5, with values in kJ/mol.

=====

Run i
Here is an isolated ion of composition C4H12N3 and charge +1 from the OMol25 dataset. Energies are from wB97M-V/def2-TZVPD.

The geometry in ORCA input format:
```
! RIJCOSX wB97M-V def2-TZVPD def2/J DEFGRID3
* xyz 1 1
N -2.985 0.078 0.066
C -1.829 0.883 0.155
N -0.642 0.604 -0.159
C -0.221 -0.729 -0.542
C 1.260 -0.647 -1.002
C 2.177 -0.700 0.206
N 1.955 0.600 0.999
H -3.660 0.358 -0.646
H -3.521 0.318 0.903
H -2.017 1.845 0.633
H -0.365 -1.413 0.301
H -0.772 -1.196 -1.343
H 1.498 -1.419 -1.730
H 1.315 0.324 -1.501
H 3.255 -0.803 0.134
H 1.784 -1.423 0.919
H 0.925 0.778 0.901
H 2.409 1.394 0.634
H 2.082 0.486 2.003
*
```

Results
SMILES = N/C=N\CCC[NH3+]
molecular weight = 102.16 g/mol
LUMO level = -3.12 eV
Kohn-Sham gap = 10.440 eV
HOMO = -13.556 eV

Mulliken population analysis, charges in e, atoms 1 to 6: N -0.597; C -0.049; N -0.449; C -0.520; C -0.659; C -0.678

=====

Run ii
Here is an isolated ion of composition C4H12N3 and charge +1 from the OMol25 dataset. Energies are from wB97M-V/def2-TZVPD.

The geometry in ORCA input format:
```
! RIJCOSX wB97M-V def2-TZVPD def2/J DEFGRID3
* xyz 1 1
N 2.338 -1.231 0.981
C 0.871 -1.220 1.062
C 0.144 -0.764 0.026
N 0.944 -0.116 -0.965
C -1.327 -0.464 -0.099
C -1.555 1.035 0.047
N -0.837 1.860 -0.903
H 2.658 -0.877 1.864
H 2.723 -2.156 0.968
H 0.395 -1.749 1.945
H 0.992 -0.691 -1.812
H 1.910 0.024 -0.548
H 0.524 0.796 -1.281
H -1.948 -0.953 0.719
H -1.882 -0.877 -0.946
H -1.209 1.270 1.066
H -2.563 1.296 0.064
H -1.515 2.053 -1.693
H -0.662 2.763 -0.495
*
```

Results
SMILES = N/C=C(\[NH3+])CCN
molecular weight = 102.16 g/mol
LUMO level = -2.80 eV
Kohn-Sham gap = 11.002 eV
HOMO = -13.803 eV

Mulliken population analysis, charges in e, atoms 1 to 6: N -0.613; C -0.041; C -0.095; N -0.167; C -0.732; C -0.713

=====

The relative energies come out as run i 9.1; run ii 0.0, with values in kJ/mol.

=====

Run i
Here is an isolated ion of composition C4H12N3 and charge +1 from the OMol25 dataset. Energies are from wB97M-V/def2-TZVPD.

The geometry in ORCA input format:
```
! RIJCOSX wB97M-V def2-TZVPD def2/J DEFGRID3
* xyz 1 1
N -2.089 -1.474 0.607
C -1.035 -0.642 1.408
C -0.692 0.768 0.801
C 0.240 0.691 -0.357
N -0.066 -0.360 -1.187
C 1.505 1.317 -0.422
N 2.427 0.814 -1.367
H -2.006 -2.414 0.951
H -3.093 -1.466 0.813
H -1.333 -0.529 2.469
H -0.122 -1.265 1.504
H -0.346 1.402 1.601
H -1.638 1.081 0.194
H -0.815 -0.248 -1.776
H -0.351 -1.301 -0.761
H 1.736 1.887 0.391
H 3.334 0.487 -0.986
H 1.910 -0.137 -1.645
H 2.436 1.389 -2.235
*
```

Results
SMILES = NCC/C(N)=C/[NH3+]
molecular weight = 102.16 g/mol
LUMO level = -3.31 eV
Kohn-Sham gap = 9.816 eV
HOMO = -13.125 eV

Mulliken population analysis, charges in e, atoms 1 to 6: N -0.594; C -0.756; C -0.377; C 0.516; N -0.643; C -0.935

=====

Run ii
Here is a 2-piece molecular cluster, C4H12N3 overall from the OMol25 dataset. Energies are from wB97M-V/def2-TZVPD.

The geometry in ORCA input format:
```
! RIJCOSX wB97M-V def2-TZVPD def2/J DEFGRID3
* xyz 1 1
N 1.476 -3.267 0.420
C 1.180 -1.921 -0.061
N -0.197 -1.415 0.091
H 1.175 -3.349 1.389
H 0.877 -3.928 -0.068
H 1.879 -1.258 0.455
H 1.431 -1.892 -1.117
H -0.745 -1.856 -0.643
H -0.587 -1.796 0.950
C -1.349 1.785 -0.130
C -2.312 2.568 -0.587
C 1.025 1.605 0.231
N -0.019 2.277 -0.047
H -1.453 0.758 0.186
H -2.110 3.596 -0.874
H -3.311 2.171 -0.668
H 1.980 2.109 0.251
H 0.961 0.549 0.490
H 0.098 3.264 -0.270
*
```

Results
molecular weight = 102.16 g/mol
LUMO level = -5.13 eV
Kohn-Sham gap = 7.547 eV
HOMO = -12.674 eV

Mulliken population analysis, charges in e, atoms 1 to 6: N -0.614; C -0.577; N -0.597; H 0.241; H 0.276; H 0.368

=====

The relative energies come out as run i 63.3; run ii 0.0, with values in kJ/mol.

=====

Run i
Here is an isolated ion of composition CH3N4S and charge -1 from the OMol25 dataset. Energies are from wB97M-V/def2-TZVPD.

The geometry in ORCA input format:
```
! RIJCOSX wB97M-V def2-TZVPD def2/J DEFGRID3
* xyz -1 1
S 2.038 -1.835 -1.000
N 1.192 -0.333 -0.145
N 1.279 0.878 0.414
N 0.165 1.316 0.789
C -0.920 0.439 0.387
N -0.233 -0.712 -0.189
H -1.590 0.227 1.260
H -1.597 1.026 -0.255
H -0.333 -1.005 -1.262
*
```

Results
SMILES = [S-]N1N=NCN1
molecular weight = 103.13 g/mol
LUMO level = 4.07 eV
Kohn-Sham gap = 6.875 eV
HOMO = -2.808 eV

Mulliken population analysis, charges in e, atoms 1 to 6: S -0.529; N 0.126; N -0.286; N -0.305; C -0.156; N -0.378

=====

Run ii
Here is a 2-piece molecular cluster, CH3N4S overall from the OMol25 dataset. Energies are from wB97M-V/def2-TZVPD.

The geometry in ORCA input format:
```
! RIJCOSX wB97M-V def2-TZVPD def2/J DEFGRID3
* xyz -1 1
C 0.307 -0.410 0.380
N 1.768 1.179 0.310
N 1.606 -1.047 0.019
N 0.522 0.978 0.297
N 2.388 -0.027 0.026
S 4.016 -0.073 -0.115
H -0.360 -1.014 -0.159
H 0.107 -0.451 1.420
H -0.367 1.167 -1.250
*
```

Results
molecular weight = 103.13 g/mol
LUMO level (spin up / spin down) = 3.83 / 4.07 eV
Kohn-Sham gap (spin up / spin down) = 6.483 / 7.624 eV
HOMO (spin up / spin down) = -2.652 / -3.555 eV

Mulliken population analysis, charges in e, atoms 1 to 6: C -0.212; N -0.284; N -0.516; N -0.499; N 0.642; S -0.508

=====

The relative energies come out as run i 0.0; run ii 200.0, with values in kJ/mol.

=====

Run i
Here is a 2-piece molecular cluster, C2H8N2O overall from the OMol25 dataset. Energies are from wB97M-V/def2-TZVPD.

The geometry in ORCA input format:
```
! RIJCOSX wB97M-V def2-TZVPD def2/J DEFGRID3
* xyz 0 1
H -0.182 0.259 0.561
N 0.805 0.466 0.548
N 1.161 -0.126 -0.469
C 2.536 0.156 -0.903
H 2.972 1.038 -0.558
H 3.243 -0.714 -0.623
H 2.582 0.124 -1.936
C -2.259 -0.115 0.886
O -1.673 -0.915 -0.149
H -2.231 0.951 0.675
H -1.740 -0.116 1.800
H -3.363 -0.557 1.116
H -1.850 -0.454 -0.948
*
```

Results
SMILES = [H]/N=N/C.CO
molecular weight = 76.10 g/mol
LUMO level = 0.98 eV
Kohn-Sham gap = 9.928 eV
HOMO = -8.947 eV

Mulliken population analysis, charges in e, atoms 1 to 6: H 0.463; N -0.641; N 0.102; C -0.741; H 0.367; H 0.239

=====

Run ii
Here is a 2-piece molecular cluster, C2H8N2O overall from the OMol25 dataset. Energies are from wB97M-V/def2-TZVPD.

The geometry in ORCA input format:
```
! RIJCOSX wB97M-V def2-TZVPD def2/J DEFGRID3
* xyz 0 1
C -0.126 -1.826 -0.596
N 0.570 -1.259 0.546
C 0.399 -0.355 1.410
N -0.626 0.557 1.443
H 0.332 -2.778 -0.856
H 0.023 -1.089 -1.403
H -1.177 -1.998 -0.382
H 0.944 -0.568 2.336
H -0.830 0.946 0.529
H -0.586 1.284 2.141
O 0.107 2.197 -1.438
H 1.029 2.019 -1.628
H -0.060 2.870 -2.103
*
```

Results
SMILES = C/N=C\N.O
molecular weight = 76.10 g/mol
LUMO level = 0.63 eV
Kohn-Sham gap = 8.744 eV
HOMO = -8.114 eV

Mulliken population analysis, charges in e, atoms 1 to 6: C -0.632; N -0.479; C 0.038; N -0.492; H 0.235; H 0.229

=====

Run iii
Here is a 2-piece molecular cluster, C2H8N2O overall from the OMol25 dataset. Energies are from wB97M-V/def2-TZVPD.

The geometry in ORCA input format:
```
! RIJCOSX wB97M-V def2-TZVPD def2/J DEFGRID3
* xyz 0 1
H 0.814 -0.820 2.069
N 0.685 0.068 1.594
C 0.731 -0.159 0.332
N 0.045 0.282 -0.758
C 0.621 0.114 -2.047
H 1.485 -0.884 -0.025
H -0.811 0.793 -0.612
H 1.351 0.881 -2.371
H 1.201 -0.820 -2.051
H -0.048 -0.008 -2.903
O -2.132 0.458 2.051
H -1.366 -0.099 1.856
H -2.575 0.194 2.864
*
```

Results
SMILES = [H]/N=C/NC.O
molecular weight = 76.10 g/mol
LUMO level = 0.95 eV
Kohn-Sham gap = 9.878 eV
HOMO = -8.927 eV

Mulliken population analysis, charges in e, atoms 1 to 6: H 0.263; N -0.725; C 0.119; N -0.137; C -0.825; H 0.179

=====

The relative energies come out as run i 176.7; run ii 0.0; run iii 8.9, with values in kJ/mol.